Computed, not measured: an isolated molecule of C7H9Br2NO at a distorted geometry, with the ωB97M-V functional and the def2-TZVPD basis.

E = -5550.01579 Eh
Relative energy (zero: lowest compared OMol25 entry of this formula, charge and spin) = 316.0 kJ/mol
Kohn-Sham gap (spin up / spin down) = 6.17 / 6.17 eV

Last columns: bonded neighbours and bond lengths (Å).
Atoms and positions in Å:
1 C 1.579 -1.550 -0.895  C2 1.369, C4 1.327, H12 1.083
2 C 1.822 -0.362 -0.261  C1 1.369, C3 1.405, Br10 1.954
3 C 1.004 0.614 0.331  C2 1.405, N8 1.509, O9 1.233
4 C 0.605 -2.433 -0.714  C1 1.327, Br11 1.856, H13 1.140
5 C -1.481 1.083 0.611  C6 1.496, N8 1.320, H14 1.109
6 C -1.428 1.030 2.104  C5 1.496, H15 1.086, H16 1.064, H17 1.119
7 C -0.592 0.676 -1.493  N8 1.452, H18 1.144, H19 1.063, H20 1.020
8 N -0.455 0.580 -0.051  C3 1.509, C5 1.320, C7 1.452
9 O 1.349 1.584 1.011  C3 1.233
10 Br 3.704 0.075 0.034  C2 1.954
11 Br -0.872 -2.289 0.401  C4 1.856
12 H 2.429 -1.743 -1.539  C1 1.083
13 H 0.639 -3.328 -1.420  C4 1.140
14 H -2.528 1.220 0.271  C5 1.109
15 H -0.508 1.535 2.384  C6 1.086
16 H -1.120 0.076 2.462  C6 1.064
17 H -2.441 1.366 2.438  C6 1.119
18 H -1.572 0.272 -1.923  C7 1.144
19 H -0.230 1.584 -1.910  C7 1.063
20 H 0.095 0.008 -1.841  C7 1.020